[1]
Entry from the Open Molecules 2025 dataset: 2 unconnected molecules or ions with the total composition CH4NOP at a distorted geometry (ωB97M-V/def2-TZVPD).

```
! wB97M-V def2-TZVPD RIJCOSX def2/J DEFGRID3
* xyz 0 1
C 1.1545 0.9434 0.4186
N -1.7671 -0.8740 -0.1148
O 1.6089 0.1518 -0.7069
P 1.1792 -0.8442 0.5165
H 1.8845 1.5294 0.8695
H 0.0907 1.3589 0.1098
H -1.9199 -0.4736 -1.0458
H -2.2309 -1.7918 -0.0469
*
```

Summary:
Maximum force: 4.55 eV/A
Highest occupied orbital energy (spin up / spin down): -10.404 / -7.571 eV
Gap between HOMO and LUMO (spin up / spin down): 10.17 / 6.86 eV
Energy relative to the best compared isomer or geometry (same formula, charge and spin): 442.17 kJ/mol
E_tot: -13923.9506 eV

=====

[2]
Entry from the Open Molecules 2025 dataset: a molecular structure, C32H56LiN2O22 at a distorted geometry (ωB97M-V/def2-TZVPD).

```
! wB97M-V def2-TZVPD RIJCOSX def2/J DEFGRID3
* xyz 1 1
C -1.0813 4.8866 5.1480
C -0.2577 5.1425 3.8882
N -0.0674 4.0028 2.8706
C 0.9146 3.0714 3.4789
C -1.4272 3.4053 2.6050
C -2.5289 4.4102 2.1232
C 0.4215 4.5602 1.5164
C 1.8113 5.1079 1.5208
O 2.0936 5.4749 0.2152
C 3.3214 6.2886 -0.1268
H -0.5532 4.0443 5.6468
H -2.1938 4.7175 4.9489
H -0.8670 5.6418 5.9479
H 0.6482 5.4429 4.2265
H -0.8595 5.9997 3.1653
H 0.6048 2.5382 4.5266
H 1.9734 3.5110 3.7942
H 1.2097 2.3784 2.7194
H -1.6879 2.6630 3.4239
H -1.5170 2.4854 1.6945
H -3.4667 3.9489 2.3078
H -2.3715 4.8397 1.1025
H -2.8899 5.3979 2.6120
H -0.0507 5.3771 1.2849
H 0.2133 3.9020 0.7048
H 2.6900 4.2791 1.7473
H 1.8401 5.9410 2.1952
H 3.2828 7.1376 0.3269
H 3.1459 6.5246 -1.2713
H 4.1719 5.8745 0.3908
Li -0.9053 -1.4757 3.5587
N -0.3284 -0.1873 0.6425
O 0.5442 0.6797 0.5382
O -0.4829 -0.7234 1.7054
O -0.8376 -0.6428 -0.4524
C -2.2504 -4.0855 -0.5981
C -2.0763 -5.6331 -0.6304
C -2.0169 -6.3673 0.8094
O -3.3951 -6.7186 0.9879
C -4.0628 -6.6755 -0.1540
O -5.2959 -6.8292 -0.2070
O -3.3759 -6.0994 -1.1745
H -1.2920 -3.4613 -0.4554
H -2.9639 -3.9892 0.0562
H -2.6336 -3.5823 -1.6200
H -1.3260 -5.9247 -1.3880
H -1.7386 -5.7207 1.6169
H -1.5245 -7.4382 0.9857
C 3.0203 2.3913 -1.3259
C 2.8709 0.9659 -1.6744
C 1.7050 0.6097 -2.7682
O 2.3890 0.3072 -3.9739
C 3.6741 0.3103 -3.9053
O 4.3881 0.1253 -4.7869
O 4.0398 0.6573 -2.5810
H 2.7901 2.8939 -2.1389
H 3.9257 2.6188 -0.8184
H 2.0896 2.6165 -0.7855
H 3.1632 0.2776 -0.9799
H 0.9376 1.4834 -2.9571
H 1.2174 -0.2718 -2.6343
C 4.7505 0.9484 2.1572
C 4.9360 -0.5573 2.2838
C 3.6132 -1.2291 1.7385
O 4.0624 -1.9049 0.5602
C 5.3900 -1.7676 0.3475
O 5.9638 -2.0789 -0.6248
O 5.8992 -1.0581 1.4050
H 4.0132 1.1293 2.9930
H 4.1224 1.1869 1.2244
H 5.5767 1.6069 2.1140
H 5.0092 -0.6355 3.2695
H 2.6852 -0.5468 1.6624
H 3.3945 -2.0559 2.4389
C -0.7492 -1.3311 -5.1824
C -1.6060 -1.5934 -3.8604
C -2.3727 -0.3770 -3.3927
O -3.7170 -0.8576 -3.1319
C -3.8450 -2.0460 -3.6968
O -4.9254 -2.5668 -3.7584
O -2.6682 -2.5298 -4.1247
H -0.1531 -2.2289 -5.3202
H 0.0380 -0.6584 -5.0067
H -1.2085 -1.0103 -6.0387
H -0.9117 -1.9833 -3.1690
H -2.7045 0.4601 -4.2857
H -2.1438 0.0254 -2.4649
C -5.4087 -2.0904 -0.3166
C -4.8160 -1.0650 0.7501
C -3.8815 0.1450 0.3680
O -4.7127 1.2287 0.5941
C -5.9472 0.9145 1.0790
O -6.8497 1.6693 1.2246
O -6.0312 -0.3668 1.1941
H -5.9882 -2.9127 0.1954
H -4.6372 -2.7316 -0.7684
H -6.0001 -1.6140 -1.1227
H -4.3946 -1.6216 1.6285
H -3.6465 0.2001 -0.5798
H -3.2126 0.2454 1.1502
C 1.7018 -4.2622 -0.1323
C 1.8089 -3.3059 -1.3653
C 3.1010 -3.1837 -2.2091
O 2.7139 -3.5685 -3.4415
C 1.4614 -3.9169 -3.3802
O 0.7815 -4.2668 -4.3834
O 0.9324 -3.7603 -2.2194
H 1.9659 -5.2380 -0.3204
H 0.6335 -4.2010 0.4737
H 2.3886 -3.8517 0.7143
H 1.5104 -2.3743 -0.8743
H 4.0704 -3.5108 -1.9792
H 3.2361 -2.0073 -2.0423
*
```

Summary:
Maximum force: 8.79 eV/A
Highest occupied orbital energy: -11.921 eV
Gap between HOMO and LUMO: 6.86 eV
Energy relative to the best compared isomer or geometry (same formula, charge and spin): 316.08 kJ/mol
E_tot: -82300.8265 eV

=====

[3]
Entry from the Open Molecules 2025 dataset: a molecular structure, C39H47N3O2S2SeSm at a distorted geometry (ωB97M-V/def2-TZVPD).

```
! wB97M-V def2-TZVPD RIJCOSX def2/J DEFGRID3
* xyz -1 6
Sm -18.7930 -13.9705 -8.3892
C -13.7501 -10.3559 -2.7104
C -13.8663 -9.8704 -4.1239
C -12.5029 -10.1017 -4.8569
C -14.0987 -8.3681 -3.9953
C -15.0274 -10.6078 -4.9021
C -14.8349 -11.8483 -5.5346
C -15.8817 -12.4522 -6.1978
Se -15.5329 -13.8892 -7.4003
C -15.1338 -12.8342 -8.9497
C -13.9148 -12.1878 -8.9620
C -13.5189 -11.5116 -10.0546
C -14.4433 -11.2790 -11.0630
C -15.6662 -11.9659 -11.1814
C -16.0626 -12.7820 -10.0440
O -17.2972 -13.2135 -9.9103
C -16.4663 -11.8510 -12.4945
C -16.9377 -13.2835 -12.8786
C -17.6282 -10.8016 -12.2245
C -15.6165 -11.2877 -13.6601
C -12.1534 -10.8753 -10.1631
C -12.3275 -9.3158 -10.1396
C -11.4643 -11.2755 -11.4686
C -11.2478 -11.3423 -8.9977
C -17.2241 -11.9980 -6.0957
O -18.1547 -12.7343 -6.6761
C -17.3871 -10.7545 -5.4243
C -16.2696 -10.0071 -4.9643
C -18.7497 -10.0929 -5.2950
C -19.8665 -11.0234 -4.7668
C -19.2675 -9.4937 -6.6249
C -18.7974 -8.8381 -4.3391
H -12.9349 -9.7693 -2.1519
H -13.5533 -11.4590 -2.5605
H -14.6311 -10.0965 -1.9922
H -11.9538 -9.0978 -4.7315
H -12.5557 -10.3121 -5.9589
H -11.8738 -10.8030 -4.3675
H -13.2249 -7.9004 -3.6016
H -14.8864 -7.9719 -3.3151
H -14.1255 -7.8108 -4.9634
H -13.8733 -12.4758 -5.5226
H -13.3106 -12.2851 -8.1085
H -14.2881 -10.3740 -11.7465
H -17.1741 -13.8150 -11.9700
H -15.9693 -13.7814 -13.2332
H -17.7360 -13.3426 -13.6380
H -18.2987 -11.1596 -11.4150
H -18.2256 -10.6919 -13.0907
H -17.1427 -9.8202 -12.0784
H -14.6444 -11.8067 -13.7337
H -15.3001 -10.2515 -13.3998
H -16.1742 -11.0722 -14.5558
H -13.0907 -8.9124 -10.7978
H -11.4030 -8.8690 -10.4856
H -12.3763 -8.8742 -9.1526
H -12.0798 -11.0103 -12.3634
H -11.1960 -12.3360 -11.4943
H -10.5568 -10.6550 -11.6451
H -11.6132 -10.8791 -8.0474
H -10.1982 -10.9274 -9.1170
H -11.2208 -12.4113 -8.9057
H -16.3457 -8.8970 -4.7346
H -19.9228 -11.7811 -5.5074
H -20.8155 -10.5248 -4.5785
H -19.5740 -11.4742 -3.8125
H -19.3221 -10.2700 -7.4350
H -18.6016 -8.7204 -7.0372
H -20.3258 -9.2091 -6.5474
H -18.4896 -8.8609 -3.2882
H -19.8685 -8.5467 -4.3633
H -18.0993 -8.0800 -4.7830
S -18.2152 -16.7105 -7.9548
C -19.9178 -17.0647 -8.0819
C -20.2588 -18.0118 -9.0861
C -21.5781 -18.3437 -9.3601
C -21.8495 -19.4350 -10.2260
N -22.1157 -20.3643 -10.8949
C -22.6581 -17.6677 -8.6630
C -22.3887 -16.6484 -7.7486
C -21.0385 -16.2708 -7.5039
S -20.8929 -14.8447 -6.5473
C -23.9688 -17.9799 -9.0644
N -25.0169 -18.4019 -9.4416
H -19.5457 -18.5686 -9.6397
H -23.2296 -16.0928 -7.2841
C -21.7936 -13.0704 -13.0328
C -21.8044 -12.2526 -11.7465
C -21.0546 -12.8165 -10.6555
N -20.4000 -13.1421 -9.7334
H -21.9861 -12.4787 -13.9586
H -22.4482 -13.9560 -12.9873
H -20.7996 -13.4914 -13.1957
H -22.8031 -12.1105 -11.3246
H -21.3402 -11.3572 -11.9894
*
```

Summary:
Maximum force: 6.16 eV/A
Highest occupied orbital energy (spin up / spin down): -4.573 / -4.570 eV
Gap between HOMO and LUMO (spin up / spin down): 6.12 / 6.13 eV
E_tot: -154694.5807 eV

=====

[4]
Entry from the Open Molecules 2025 dataset: 2 unconnected molecules or ions with the total composition C4H5BrFN at a distorted geometry (ωB97M-V/def2-TZVPD).

```
! wB97M-V def2-TZVPD RIJCOSX def2/J DEFGRID3
* xyz 0 1
C -1.4234 -2.8133 0.1966
C 0.8445 0.7828 0.0116
C -0.1704 0.1475 -0.5023
C 1.1946 2.2421 0.0567
N -0.2354 -2.7058 0.4217
F 1.8169 0.0340 0.5959
Br -1.8152 0.2342 -1.1811
H -2.0580 -3.6418 0.5203
H -2.0284 -2.0618 -0.3722
H 0.8753 2.6572 1.0140
H 0.7214 2.7914 -0.7505
H 2.2781 2.3336 -0.0107
*
```

Summary:
Maximum force: 2.28 eV/A
Highest occupied orbital energy (spin up / spin down): -9.192 / -8.886 eV
Gap between HOMO and LUMO (spin up / spin down): 8.63 / 8.75 eV
Energy relative to the best compared isomer or geometry (same formula, charge and spin): 334.00 kJ/mol
E_tot: -78473.7292 eV